172
Properties=species:S:1:pos:R:3:mulliken_charge:R:1 method="wB97M-V/def2-TZVPD" gap_ev=5.64 spin_multiplicity=1 total_charge=-1 e_tot_ha=-3975.71269
In 0.709 -6.436 -4.110 0.8554
O -5.435 5.400 4.622 -0.5896
O 1.333 -2.562 -1.948 -0.4400
O 6.433 -1.866 -2.899 -0.3273
O -2.435 -9.280 -1.236 -0.3753
O -0.359 -2.120 -7.882 -0.5562
O 3.560 -9.061 -6.648 -0.5148
O 0.631 -1.128 4.409 -0.6470
O 5.453 7.877 5.191 -0.3657
O -8.644 3.194 7.779 -0.3723
O 0.895 -1.283 2.241 -0.3499
O 2.731 13.063 5.959 -0.3629
O 1.488 -2.945 -8.730 -0.3527
O -4.183 3.816 3.772 -0.3945
O -0.721 -1.805 -2.363 -0.5496
O 1.743 3.560 4.354 -0.3563
O -6.748 -9.813 -5.185 -0.5631
O 2.022 2.307 2.584 -0.5465
O -5.862 -8.067 -6.171 -0.3499
O 4.677 13.050 4.953 -0.5866
O 3.545 -5.481 -3.411 -0.4462
O 2.890 -8.567 -4.721 -0.1511
O 3.576 8.539 6.100 -0.5621
O 6.918 -2.980 -4.714 -0.5198
O -9.205 1.269 8.664 -0.5609
N 2.588 -8.868 -5.988 0.2480
C -2.096 -8.865 -4.318 -0.6616
C -4.918 4.324 4.773 0.7380
C -1.853 -7.845 -5.424 -0.1595
C -3.399 2.622 3.913 -0.2705
C -2.873 -8.521 -0.139 -0.8070
C 4.343 9.907 4.316 -0.8772
C 0.495 -2.039 -8.719 0.7946
C -4.223 1.377 3.660 -0.9075
C -3.401 -9.477 -2.257 -0.9515
C 0.501 -0.967 0.891 -0.2381
C -0.389 -4.204 -2.272 -0.1841
C 4.072 13.032 5.992 0.9034
C 1.683 -8.447 -3.890 -0.7967
C 8.807 -2.096 -3.566 -1.1539
C 2.063 -5.194 -5.392 -1.2733
C -5.147 3.514 6.028 -0.8683
C 0.202 -2.840 -2.166 0.4102
C 4.525 -5.117 -4.555 -0.7697
C -9.587 5.446 7.637 -1.0979
C 7.504 8.921 4.362 -1.0337
C -0.459 0.565 3.161 -0.4430
C 6.794 -1.293 -1.645 -0.4724
C 2.251 4.192 5.537 -0.7638
C -8.911 4.301 6.912 -0.1616
C 2.440 -3.055 -9.786 -0.4263
C 0.521 -0.900 -9.719 -1.0469
C 4.404 8.726 5.249 0.8449
C -6.412 -5.712 -6.508 -1.0396
C -9.555 2.233 8.043 0.7110
C -8.290 -8.457 -6.378 -1.0626
C 0.592 -5.369 -2.144 -1.2421
C 6.406 7.905 4.124 -0.3989
C 4.794 13.040 7.322 -1.1277
C -1.365 -6.485 -4.929 -1.3797
C 2.539 2.942 3.463 0.8449
C -6.915 -8.850 -5.881 0.7915
C 0.377 -0.683 3.318 0.6200
C 7.156 0.174 -1.768 -0.9906
C -10.991 2.428 7.612 -0.8928
C 1.713 14.122 7.915 -0.9887
C 1.920 12.850 7.120 -0.3514
C 2.713 5.609 5.282 -0.6569
C 3.123 -4.642 -4.428 0.5744
C 7.331 -2.369 -3.773 0.8409
C 3.605 -2.104 -9.606 -0.9542
C 4.037 3.110 3.545 -1.2238
C -5.908 -7.001 -7.121 -0.4184
C -3.237 -8.478 -3.393 0.5329
C 1.272 0.202 0.322 -0.7943
H 1.565 -4.338 -5.846 0.3484
H -5.022 1.265 4.394 0.2833
H -3.257 -10.493 -2.627 0.3810
H 4.235 12.596 8.140 0.3717
H -0.899 -4.194 -3.244 0.1363
H -1.158 -8.251 -6.160 0.3232
H 4.494 2.199 3.169 0.3352
H -0.786 -1.655 -3.313 0.3437
H -2.899 2.600 4.881 0.3753
H -5.793 -5.443 -5.652 0.3054
H 2.342 -0.002 0.367 0.1906
H 5.905 -1.408 -1.028 0.3870
H -9.711 6.296 6.966 0.3673
H -4.874 -6.881 -7.439 0.3500
H 5.906 8.060 3.167 0.3867
H 0.729 -1.857 0.314 0.0885
H -4.173 -8.482 -3.953 -0.2148
H -11.118 3.050 6.730 0.3210
H 4.074 -2.275 -8.638 0.2791
H 4.841 9.760 3.361 0.3500
H 8.037 0.321 -2.393 0.2860
H -7.442 -5.804 -6.162 0.2801
H -4.353 2.816 6.279 0.3168
H -3.708 -7.870 -0.401 0.3834
H 1.054 -9.314 -4.087 0.4170
H 1.955 -2.938 -10.758 0.3581
H 7.587 -1.872 -1.169 0.3477
H -6.081 2.964 5.914 0.1778
H 5.719 12.482 7.203 0.3206
H 0.988 0.353 -0.720 0.3643
H 2.074 -8.555 -2.883 0.2954
H -2.050 -7.899 0.205 0.2630
H -6.482 -7.295 -8.002 0.3850
H 1.575 -5.010 -1.861 0.5121
H -5.252 4.209 6.858 0.3247
H 2.790 -4.083 -9.726 0.3493
H -10.568 5.160 8.016 0.2891
H 9.098 -1.948 -2.530 0.3770
H -11.541 2.873 8.440 0.2468
H -3.592 0.489 3.705 0.3288
H 1.023 -1.132 -10.655 0.3320
H -0.507 -0.626 -9.940 0.3146
H -3.186 -9.171 0.683 0.2603
H -8.860 -9.368 -6.540 0.3105
H -1.364 -5.795 -5.777 0.5812
H -0.975 0.636 2.205 0.2739
H 1.016 -0.048 -9.254 0.2611
H 3.285 -1.062 -9.644 0.2691
H 2.600 -5.782 -6.132 0.4073
H -4.411 -9.437 -1.839 0.4474
H -1.201 -4.230 -1.541 0.3443
H 4.348 -2.264 -10.388 0.3699
H 1.279 14.894 7.280 0.2961
H -8.782 -7.873 -5.600 0.2709
H 8.245 8.869 3.565 0.3679
H -8.288 -7.884 -7.301 0.3428
H 2.328 12.042 7.728 0.3053
H 3.547 5.637 4.580 0.1200
H -6.366 -4.904 -7.239 0.3779
H 9.076 -1.209 -4.140 0.2741
H -8.981 5.758 8.487 0.3138
H 7.998 8.720 5.313 0.3093
H 1.411 4.188 6.228 0.3963
H -11.412 1.448 7.403 0.3056
H 6.823 6.899 4.105 0.3704
H 4.745 -6.118 -4.909 0.2311
H -1.191 -9.048 -3.739 0.2601
H 2.652 14.507 8.313 0.2768
H 4.415 3.297 4.547 0.3695
H -2.622 2.712 3.157 0.2256
H 1.038 13.936 8.750 0.3587
H 4.779 10.768 4.817 -0.0183
H 3.298 10.127 4.111 0.3505
H -7.931 4.616 6.557 0.1496
H -2.375 -9.812 -4.791 0.3830
H 1.900 6.198 4.858 0.3275
H 5.332 -4.713 -3.965 0.2303
H -3.050 -7.508 -2.935 0.1519
H -9.475 3.980 6.035 0.3629
H 3.032 3.578 5.988 0.4131
H 3.041 -3.589 -4.168 0.1736
H 3.036 6.085 6.206 0.3770
H -2.809 -7.727 -5.957 -0.2339
H 0.970 12.496 6.724 0.3551
H 0.255 -6.050 -1.363 0.3772
H 0.185 1.434 3.288 0.0290
H -4.682 1.428 2.674 0.3001
H -0.578 -0.816 0.837 0.2900
H -1.215 0.564 3.944 0.2487
H 9.359 -2.945 -3.960 0.3104
H -2.072 -6.060 -4.212 0.3839
H 6.331 0.723 -2.220 0.3040
H 7.360 0.597 -0.783 0.3535
H 7.110 9.937 4.398 0.2187
H 1.087 1.116 0.877 0.3292
H 4.324 3.938 2.897 0.2742
H 5.040 14.071 7.574 0.2991